# 1
# C27H42F16NO7P

A cluster of 3 separate species, C27H42F16NO7P in total in a non-equilibrium geometry (ωB97M-V with the def2-TZVPD basis set, OMol25).

CARTESIAN COORDINATES (ANGSTROEM)
C1 6.2913 -0.4915 0.8024
C2 5.0944 0.1972 1.6863
O1 4.0645 0.8992 0.9047
C3 4.6138 2.1555 0.3021
O2 4.5503 3.3155 1.0128
C4 5.3423 2.1855 -1.1736
C5 4.8502 3.3985 -2.1595
C6 3.2893 3.3134 -2.6494
C7 2.7910 1.8353 -3.1504
O3 1.3544 1.7191 -2.7676
C8 1.2069 1.1799 -1.4060
C9 0.5236 2.2490 -0.3408
N1 -0.8741 2.6846 -0.7261
C10 -1.0624 4.1843 -0.6649
C11 -2.3219 4.6850 0.2675
C12 -3.4035 3.5141 0.6499
C13 -2.9553 2.5910 1.9317
O4 -3.3969 1.3281 2.0082
O5 -2.1113 3.1115 3.0334
P1 0.1769 -0.4682 -1.5200
C14 -0.9684 -0.4580 -3.0507
C15 -0.2017 -0.6578 -4.4885
C16 -0.7672 -0.7965 0.1099
C17 0.3759 -1.0197 1.3063
H1 6.1698 -0.4030 -0.3583
H2 7.3131 -0.0652 1.1997
H3 6.3109 -1.6608 1.0384
H4 4.5334 -0.6905 2.2537
H5 5.5346 0.8757 2.5641
H6 5.3179 1.1086 -1.6874
H7 6.5000 2.3825 -0.9591
H8 4.9438 4.4032 -1.5217
H9 5.6334 3.4882 -3.0242
H10 3.1998 4.0324 -3.5981
H11 2.5472 3.7933 -1.8467
H12 2.8105 1.7966 -4.3401
H13 3.4440 0.9349 -2.7880
H14 2.2464 0.8644 -0.9677
H15 0.4547 1.7075 0.7206
H16 1.2915 3.1262 -0.1952
H17 -1.1787 2.2863 -1.6490
H18 -1.2810 4.5716 -1.7728
H19 -0.1175 4.7862 -0.3043
H20 -2.9381 5.5305 -0.3067
H21 -1.9283 5.1514 1.2874
H22 -3.6998 2.9048 -0.3113
H23 -4.3991 4.0806 0.9864
H24 -1.1778 3.3232 2.6934
H25 -1.6833 0.4891 -3.0448
H26 -1.6985 -1.3918 -2.9249
H27 -0.9894 -0.5797 -5.3771
H28 0.3203 -1.7070 -4.5266
H29 0.6243 0.1426 -4.7238
H30 -1.4340 0.1138 0.4800
H31 -1.4555 -1.7448 0.1050
H32 0.2982 -2.0783 1.8005
H33 1.4424 -0.9520 0.7880
H34 0.3506 -0.1465 2.1029
C18 0.5617 -7.4285 -4.1694
C19 0.3692 -6.0585 -3.5008
C20 -1.0681 -5.5524 -3.4664
F1 -1.5865 -5.3837 -4.7036
F2 -1.1320 -4.3360 -2.8604
F3 1.2016 -5.1550 -4.0860
F4 0.8085 -6.1785 -2.2079
O6 0.9760 -7.4091 -5.5399
C21 -0.0731 -7.2492 -6.4939
C22 0.0380 -5.9395 -7.2842
F5 0.0215 -4.8568 -6.4651
F6 -1.0122 -5.7934 -8.1382
F7 -1.2666 -7.3939 -5.8712
F8 0.0354 -8.3074 -7.3425
H35 1.3903 -7.9168 -3.6455
H36 -0.2938 -8.0959 -4.0112
H37 -1.7154 -6.2336 -2.9078
H38 0.9617 -5.9079 -7.8663
C23 -4.5106 0.3891 6.1205
C24 -5.2365 1.7426 6.1673
C25 -4.3394 2.9632 5.9985
F9 -3.4102 3.0610 6.9757
F10 -5.0731 4.1074 6.0582
F11 -5.9690 1.8172 7.3115
F12 -6.1504 1.7425 5.1457
O7 -4.1828 -0.1952 7.3859
C26 -2.9732 0.2727 7.9808
C27 -3.2104 1.0194 9.2994
F13 -4.0291 2.0891 9.1294
F14 -2.0423 1.5037 9.8038
F15 -2.2848 1.0042 7.0730
F16 -2.2217 -0.8380 8.2117
H39 -5.2093 -0.3232 5.6689
H40 -3.6506 0.3981 5.4402
H41 -3.8281 2.9493 5.0323
H42 -3.6626 0.3641 10.0472

As for the net charge: 0. The calculation puts the gap between HOMO and LUMO at 7.516 eV. The HOMO energy is -7.4 eV.

=====

# 2
# C27H42F2NO7S3

A structure of composition C27H42F2NO7S3 in a non-equilibrium geometry (ωB97M-V with the def2-TZVPD basis set, OMol25).

CARTESIAN COORDINATES (ANGSTROEM)
C1 -1.1602 -0.1382 -0.8757
C2 -2.3692 0.2278 -1.7967
O1 -2.1002 1.0208 -2.7517
N1 -3.6392 -0.5822 -1.7797
H1 -4.0162 -0.7332 -2.6437
H2 -3.3702 -1.3262 -1.4027
C3 -4.4232 -0.1302 -0.6027
H3 -0.6172 0.8008 -0.9787
H4 -0.3822 -0.9462 -1.2477
H5 -1.5392 -0.2232 0.2363
H6 -3.8272 -0.3882 0.3663
H7 -5.2012 -0.6382 -0.4337
H8 -4.6912 0.9558 -0.5957
F1 -0.3292 0.5928 2.5413
C4 0.1798 -0.3312 3.3463
C5 -0.3052 -1.6002 3.1463
C6 0.2028 -2.6662 3.9103
C7 1.2898 -2.4942 4.7413
C8 2.0478 -1.2032 4.7613
C9 1.4398 -0.1792 4.0163
H9 -0.9052 -1.8712 2.3453
H10 -0.0992 -3.6062 3.8673
H11 1.7048 -3.4812 5.0443
H12 2.9328 -1.1982 5.4693
H13 1.7768 0.9788 4.1903
F2 4.9838 -4.6892 0.9803
C10 4.1698 -3.8002 0.3933
C11 4.2278 -3.7352 -0.9757
C12 3.3448 -2.7822 -1.6337
C13 2.5748 -1.9032 -0.9177
C14 2.5328 -1.9952 0.5123
C15 3.2118 -3.0902 1.0793
H14 5.1108 -4.2712 -1.4437
H15 3.4058 -2.7322 -2.6387
H16 2.1608 -1.0142 -1.6497
H17 1.7228 -1.3992 1.0543
H18 3.1388 -3.3682 2.2573
C16 3.1148 3.8998 -0.9867
C17 4.3238 3.2288 -0.2977
C18 3.9088 1.9358 0.1443
S1 2.3438 2.1778 0.8653
O2 2.4248 2.5538 2.2323
O3 1.4418 1.2288 0.4003
C19 1.9218 3.6778 0.0813
H19 2.9918 3.2398 -1.9097
H20 3.5098 4.8998 -1.4167
H21 4.5558 3.7148 0.5673
H22 5.1238 3.1508 -0.8257
H23 4.6778 1.4628 0.8683
H24 3.7328 1.4058 -0.8437
H25 1.9898 4.4758 0.7063
H26 1.0508 3.7308 -0.6607
C20 -4.1472 5.8678 -1.6417
C21 -3.3632 6.3608 -0.5147
C22 -3.2852 5.4738 0.5883
S2 -2.9312 3.9618 -0.3807
O4 -3.5772 2.8568 0.2603
O5 -1.5002 3.9238 -0.6047
C23 -3.7592 4.3948 -1.8397
H27 -3.9322 6.7148 -2.6607
H28 -5.2082 5.7678 -1.4247
H29 -3.6062 7.4538 -0.1157
H30 -2.4832 6.5918 -0.9797
H31 -4.2262 5.2398 1.2193
H32 -2.0932 5.5718 1.0703
H33 -4.5422 3.5618 -2.1977
H34 -3.1732 4.0428 -2.6587
C24 0.4738 -5.0882 -0.7157
C25 0.1448 -4.8252 -2.0407
C26 -1.2452 -4.7562 -2.1167
S3 -1.9512 -4.1502 -0.6437
O6 -2.8212 -5.0372 -0.0297
O7 -2.3672 -2.8262 -1.0767
C27 -0.3092 -4.0782 0.1993
H35 1.6028 -4.9482 -0.3327
H36 0.2318 -6.1212 -0.5347
H37 0.7908 -5.4542 -2.7497
H38 0.7038 -3.9472 -2.4727
H39 -1.6002 -5.7702 -2.4657
H40 -1.6432 -4.1182 -3.2587
H41 -0.5422 -4.4352 1.0633
H42 0.0658 -3.0742 0.2433

As for the net charge: +1. The calculation puts the gap between HOMO and LUMO at 7.880 eV. The HOMO energy is -11.0 eV.

=====

Q: Which DFT total energy values were calculated for the entries above? A: -97260.1508, -82423.3588, in eV.
Q: Which LUMO energy values were calculated for the entries above? A: 0.003, -0.113, in Eh.